18
Properties=species:S:1:pos:R:3:nbo_charge:R:1 method="wB97M-V/def2-TZVPD" total_charge=0 homo_lumo_gap_ev=9.992 spin_multiplicity=1 energy_ha=-269.05457 e_above_lowest_ev=1.6810
N 1.46446 0.51469 -1.91725 -0.8387
C 1.40775 -0.59564 -0.79111 -0.2093
C -0.03459 -1.15776 -0.69592 -0.4118
C -0.98732 -0.11448 -0.02028 -0.4111
C -0.74483 0.29231 1.40632 -0.1983
N -1.73754 1.35430 1.94119 -0.8925
H 1.80989 -0.09586 -2.65442 0.3400
H 2.36016 1.08694 -1.77013 0.3454
H 1.78641 -0.04760 0.06486 0.1830
H 2.25949 -1.42552 -1.10967 0.1651
H -0.01216 -2.08869 -0.22892 0.2026
H -0.21240 -1.29335 -1.77440 0.2143
H -0.99188 0.76451 -0.58111 0.2188
H -1.96157 -0.56432 -0.10532 0.1966
H 0.22045 0.78706 1.46999 0.1841
H -0.71718 -0.64019 1.95344 0.1677
H -1.21736 2.03719 2.52982 0.3664
H -2.69177 1.18643 2.28289 0.3777